Record 1
Below is a structure of composition C5H14Br3FNOZn, with properties calculated with wB97M-V/def2-TZVPD.

## Properties
HOMO-LUMO gap, eV: 5.97
ΔE to the lowest compared entry with this formula, charge and spin, kJ/mol: 987.24
Net charge: -1

The geometry in XYZ format:
```
26
Properties=species:S:1:pos:R:3:forces:R:3:lowdin_charge:R:1
Zn 2.951 0.409 1.609 1.08 -4.93 2.70 -1.033
F 1.672 1.298 1.910 -9.45 7.46 2.49 -0.652
C 0.156 -0.475 0.980 -0.05 1.09 -0.35 -0.155
N -0.300 0.328 -0.320 -1.02 -0.92 0.24 -0.278
C -0.127 1.861 -0.089 0.48 -2.40 0.32 0.022
C 0.570 -0.070 -1.476 -1.53 -0.11 -0.35 -0.099
C -1.808 0.024 -0.483 -0.19 1.58 -1.12 -0.111
C -2.265 -1.255 -1.207 1.79 0.56 -0.40 -0.247
O -1.786 -2.326 -0.442 -0.82 -0.85 0.10 -0.059
H 0.035 -1.555 1.057 -0.18 0.09 -1.57 0.052
H -0.393 -0.135 1.859 -0.16 0.75 -0.29 0.093
H 1.196 -0.208 1.167 -2.13 -0.39 -1.05 -0.143
H -0.879 1.978 0.691 0.49 1.17 -0.01 0.101
H -0.161 2.469 -0.994 -0.97 -0.44 -0.21 0.099
H 0.921 1.902 0.209 -0.33 0.38 0.91 0.055
H 1.560 0.369 -1.350 -0.23 -0.83 0.44 -0.105
H 0.266 0.389 -2.416 -0.95 -0.05 -0.04 0.094
H 0.477 -1.156 -1.512 0.73 0.09 -0.26 0.105
H -2.166 0.911 -1.005 -0.29 -0.03 -0.35 0.114
H -2.241 0.116 0.513 0.14 -0.35 0.10 0.122
H -1.817 -1.334 -2.198 0.31 0.21 -0.01 0.111
H -3.325 -1.394 -1.420 -0.32 0.78 0.44 0.119
H -2.506 -2.379 0.190 0.43 -0.80 0.72 0.092
Br 4.306 1.280 2.628 9.99 6.08 7.43 0.110
Br 3.282 0.372 -0.248 3.90 -0.14 -13.87 0.357
Br 2.381 -1.421 2.348 -0.72 -7.98 3.99 0.232
```
Positions in Å, forces in eV/Å.

***

Record 2
Below is a structure of composition C5H14ClGaOPm, with properties calculated with wB97M-V/def2-TZVPD.

## Properties
HOMO-LUMO gap (spin up / spin down), eV: 4.46 / 4.67
ΔE to the lowest compared entry with this formula, charge and spin, kJ/mol: 234.02
⟨S²⟩: 6.013
2S+1: 5
Net charge: -1

The geometry in XYZ format:
```
23
Properties=species:S:1:pos:R:3:forces:R:3:mulliken_spin:R:1
Pm 1.552 -1.264 -1.874 -2.24 3.30 -0.27 4.083
Cl 2.791 -3.311 -1.218 0.87 -1.38 0.27 -0.005
C 2.391 0.984 -2.365 -0.02 -1.16 0.06 -0.028
C -0.441 -1.000 -3.270 1.34 -0.45 0.27 -0.032
H 2.152 1.398 -3.343 -0.05 -0.05 -0.12 0.001
H 2.317 1.765 -1.620 0.02 0.15 0.27 0.002
H 3.416 0.600 -2.391 0.74 0.38 -0.11 -0.001
H -0.411 -0.307 -4.107 0.08 0.09 -0.05 0.001
H -1.393 -0.933 -2.775 -0.49 -0.07 0.27 0.001
H -0.287 -2.014 -3.654 -0.51 -0.50 -0.50 0.000
Ga -0.928 0.634 1.252 -0.72 0.75 -1.08 0.014
C -1.770 -1.143 1.382 -0.51 -0.44 0.15 0.007
C -1.465 2.149 0.191 0.56 -1.34 -0.14 -0.050
H -2.730 -0.956 0.881 0.03 -0.32 0.08 -0.001
H -1.349 -2.074 0.984 0.06 0.27 -0.03 0.002
H -1.963 -1.291 2.451 -0.09 -0.17 -0.10 -0.001
H -2.076 1.937 -0.715 0.49 0.06 0.45 0.001
H -0.609 2.787 -0.035 -0.26 0.44 0.01 0.000
C 0.164 0.361 4.083 -0.14 0.74 -0.97 0.001
O -0.167 0.963 2.848 0.79 -0.07 1.46 0.001
H -0.483 0.795 4.866 0.16 -0.27 -0.02 0.000
H 1.200 0.669 4.292 -0.08 -0.35 0.34 0.000
H 0.091 -0.748 4.138 -0.04 0.40 -0.24 0.000
```
Positions in Å, forces in eV/Å.

***

Record 3
Below is a structure of composition C5H14ClN2O2S2, with properties calculated with wB97M-V/def2-TZVPD.

## Properties
HOMO-LUMO gap, eV: 7.79
ΔE to the lowest compared entry with this formula, charge and spin, kJ/mol: 77.80
Net charge: +1

The geometry in XYZ format:
```
26
Properties=species:S:1:pos:R:3:forces:R:3:lowdin_charge:R:1
C 5.154 0.239 0.389 1.27 0.10 0.22 -0.089
C -3.722 -0.203 -1.750 1.54 1.43 -1.93 -0.126
C -3.016 -1.235 1.802 0.31 -3.93 2.52 -0.103
C 3.785 0.910 0.207 0.66 -0.11 1.00 -0.224
C -3.554 0.023 -0.257 -2.26 -1.44 -0.61 -0.263
N 2.814 -0.068 0.797 0.46 0.99 -2.69 -0.178
N -2.825 -1.053 0.425 1.03 -0.28 -2.07 -0.596
O 3.093 -1.435 -1.380 0.60 0.56 0.05 -0.269
O 2.239 -2.414 0.745 -0.03 -0.45 0.07 -0.288
S -1.809 -1.900 -0.390 0.49 -0.86 0.03 0.955
S 2.471 -1.319 -0.120 -0.76 -1.00 1.18 0.326
Cl 0.552 -0.777 -0.725 -1.16 0.50 -0.52 0.354
H 5.142 -0.689 -0.223 0.18 0.50 0.61 0.074
H 6.031 0.813 0.056 -0.56 0.18 -0.34 0.082
H 5.466 0.012 1.447 -0.95 0.03 -0.83 0.098
H -4.307 -1.112 -2.076 1.07 0.72 0.61 0.101
H -4.288 0.677 -2.208 0.73 -1.02 0.85 0.107
H -2.619 -0.111 -2.210 -2.70 -0.61 0.52 0.100
H -2.344 -0.665 2.373 0.67 1.41 0.70 0.090
H -4.034 -1.095 2.077 -0.76 0.50 0.20 0.094
H -2.733 -2.334 2.195 -0.64 2.24 -1.46 0.158
H 3.633 1.935 0.583 0.18 -0.70 0.57 0.127
H 3.567 1.043 -0.842 -0.21 -0.43 -0.39 0.105
H -4.534 -0.017 0.208 -0.17 0.36 0.19 0.129
H -3.106 0.948 -0.053 0.76 1.34 0.43 0.121
H 2.714 -0.274 1.758 0.22 -0.01 1.09 0.117
```
Positions in Å, forces in eV/Å.

***

Record 4
Below is a structure of composition C5H14F15O22S5Zn2, with properties calculated with wB97M-V/def2-TZVPD.

## Properties
HOMO-LUMO gap, eV: 1.33
Net charge: -1

The geometry in XYZ format:
```
63
Properties=species:S:1:pos:R:3:forces:R:3:lowdin_charge:R:1
Zn 1.540 21.477 2.611 -1.54 1.93 -1.63 1.077
Zn 0.544 22.292 -2.348 -1.03 1.31 0.46 0.770
C -0.788 18.544 0.125 0.36 1.76 0.73 -0.578
F -1.635 18.241 -0.815 -0.90 -0.26 0.33 0.188
F -1.139 18.043 1.366 0.79 0.65 -2.36 0.115
F 0.399 18.098 -0.304 0.18 -0.19 0.98 0.126
S -0.710 20.522 0.223 -5.43 0.57 1.65 0.600
O -0.276 21.045 -1.028 1.93 -0.92 -1.66 -0.296
O -2.070 20.999 0.468 1.97 -1.67 0.31 -0.235
O 0.165 20.825 1.363 1.58 -0.83 0.87 -0.362
C 2.207 25.637 0.587 -0.19 1.12 1.09 -0.612
F 3.107 25.990 1.498 -0.37 -1.11 -0.33 0.184
F 0.985 25.904 1.079 0.72 -0.58 -0.66 0.151
F 2.452 26.306 -0.503 -0.34 -0.42 -0.43 0.218
S 2.301 23.758 0.161 1.88 -1.14 -1.28 0.698
O 1.884 23.021 1.384 0.53 -0.11 0.88 -0.368
O 1.338 23.469 -0.909 0.47 1.09 1.31 -0.320
O 3.699 23.463 -0.250 -2.39 0.84 1.10 -0.314
C 1.383 29.146 -3.071 2.91 1.64 0.38 -0.603
F 0.542 29.616 -2.129 -0.48 -0.81 -1.56 0.109
F 1.560 27.831 -2.884 -0.65 -0.18 -0.32 0.085
F 1.041 29.379 -4.380 -0.76 -0.47 1.76 0.079
S 3.032 30.117 -2.731 3.03 2.02 -0.07 0.502
O 3.890 30.116 -3.976 -2.38 -0.75 1.91 -0.409
O 2.513 31.433 -2.371 -0.56 -0.54 -1.02 -0.364
O 3.730 29.562 -1.562 -1.08 -1.12 -1.26 -0.366
C -1.977 25.837 -1.777 -0.18 -2.49 0.87 -0.675
F -1.015 26.308 -2.502 0.91 0.59 -0.99 0.178
F -1.532 25.782 -0.495 -0.04 -0.20 -0.12 0.101
F -3.027 26.599 -1.802 -0.71 0.58 -0.24 0.190
S -2.477 24.047 -2.353 -5.89 1.30 0.23 0.563
O -3.117 24.207 -3.664 1.21 0.22 1.35 -0.317
O -1.255 23.289 -2.466 2.82 -1.42 0.29 -0.352
O -3.451 23.609 -1.302 2.86 0.74 -1.51 -0.331
C 0.454 27.901 3.926 0.44 3.00 0.22 -0.606
F 0.914 26.637 3.921 -0.92 -0.20 -0.32 0.078
F -0.449 28.196 2.946 0.73 -1.52 0.28 0.081
F -0.244 28.132 5.076 0.66 -0.87 -0.38 0.075
S 1.885 29.184 3.730 0.84 1.28 -0.84 0.470
O 2.399 29.028 2.368 -1.02 -0.68 0.81 -0.344
O 1.120 30.412 3.939 0.47 -1.14 0.27 -0.346
O 2.920 28.867 4.717 -1.24 -0.33 0.11 -0.375
O 6.016 25.255 3.267 0.11 -0.37 -0.22 -0.050
H 5.253 25.802 3.457 -0.24 0.44 -0.01 0.031
H 6.124 24.714 4.049 0.09 -0.02 0.22 0.019
O -1.477 23.962 1.975 0.45 -0.44 0.71 -0.022
H -1.101 24.817 1.767 0.10 0.44 -0.02 0.032
H -1.922 23.693 1.172 -0.42 -0.26 -0.39 0.034
O 4.118 24.440 -2.885 -0.54 -0.27 -0.39 -0.021
H 4.098 24.412 -1.929 0.10 0.05 0.54 0.003
H 5.048 24.399 -3.107 0.22 0.06 -0.23 0.068
O 1.480 23.612 -3.521 -0.23 -0.66 -0.63 -0.002
H 1.256 24.297 -4.151 -0.59 0.21 -0.23 0.115
H 2.375 23.819 -3.250 1.29 0.39 0.30 0.024
O 6.137 22.074 -0.801 0.20 -0.45 -0.27 -0.059
H 5.245 22.390 -0.660 -0.32 0.26 0.11 -0.034
H 6.636 22.427 -0.065 0.16 0.17 0.15 0.037
O 2.309 21.123 -2.158 -0.17 0.10 -0.41 0.008
H 2.844 21.153 -2.951 0.50 0.20 -0.36 0.093
H 2.441 20.241 -1.811 -0.22 -0.34 0.26 0.090
O 0.322 22.562 3.777 1.04 -0.88 0.72 0.004
H 0.319 22.801 4.704 0.36 0.02 0.45 0.107
H -0.486 22.939 3.429 -1.07 0.62 -1.51 0.058
```
Positions in Å, forces in eV/Å.

***

Record 5
Below is a cluster of 2 separate species, C5H14I2N2Si in total, with properties calculated with wB97M-V/def2-TZVPD.

## Properties
HOMO-LUMO gap, eV: 8.44
ΔE to the lowest compared entry with this formula, charge and spin, kJ/mol: 276.10
SMILES: CN=[Si](I)I.CC(C)(C)N

The geometry in XYZ format:
```
24
Properties=species:S:1:pos:R:3:forces:R:3:lowdin_charge:R:1
C 1.883 0.863 -3.070 -1.45 1.75 1.25 -0.261
N 2.260 0.023 -1.960 2.25 -0.10 0.98 -0.339
Si 3.333 0.041 -0.754 -1.19 -0.50 -1.00 -0.390
I 3.878 -2.102 0.210 -0.11 0.05 -0.13 0.441
I 4.414 1.658 0.692 -0.14 0.17 -0.27 0.398
H 2.493 0.755 -3.989 -0.20 0.07 0.70 0.073
H 0.838 0.564 -3.277 0.42 0.25 -0.45 0.059
H 1.788 1.975 -2.706 0.43 -1.73 -1.12 0.094
C -0.830 1.073 -0.350 -0.14 1.05 1.30 -0.059
C -0.812 -0.286 0.451 -2.16 0.59 -1.66 -0.640
C -2.180 -0.474 1.121 0.58 2.32 -2.37 -0.052
C 0.259 -0.241 1.496 2.39 1.57 -0.98 -0.063
N -0.729 -1.424 -0.518 4.04 -0.84 0.85 0.052
H -1.574 1.243 -1.178 0.77 -0.81 0.72 0.098
H -1.075 1.847 0.413 -0.20 -0.34 -0.40 0.077
H 0.174 1.418 -0.634 -0.10 -0.57 -0.48 0.050
H -2.490 0.386 1.644 -0.47 1.52 0.42 0.068
H -2.039 -1.124 1.853 0.30 -3.57 3.07 0.023
H -2.946 -0.789 0.449 -0.38 -0.21 -0.55 0.080
H 0.486 0.821 1.734 -0.51 -0.54 0.47 0.094
H 0.182 -0.831 2.374 -0.67 -0.49 0.80 0.075
H 1.245 -0.530 1.081 -0.43 -0.17 -0.16 0.001
H -0.417 -0.987 -1.367 -0.53 0.34 -1.02 0.026
H 0.285 -1.825 -0.350 -2.51 0.20 0.02 0.094
```
Positions in Å, forces in eV/Å.

***

In order of appearance, molar mass = 428.3 340.3 233.8 1002.2 384.1 g mol⁻¹.
In order of appearance, calculated total energy = -9929.95756 -3267.39187 -1715.10439 -8901.84378 -1193.28692 Eh.